Record 1
{
  "formula": "C23H45Cl3MnN2O3PSi",
  "method": "ωB97M-V/def2-TZVPD",
  "multiplicity": 5,
  "energy_ev": -119758.7045,
  "homo_lumo_gap_ev": [7.988, 5.839],
  "elements": ["C", "C", "H", "H", "H", "C", "C", "H", "H", "H", "H", "Mn", "Cl", "Cl", "H", "H", "C", "C", "N", "H", "C", "O", "H", "H", "H", "H", "H", "H", "C", "C", "N", "H", "C", "O", "H", "H", "H", "H", "O", "C", "C", "C", "H", "C", "H", "C", "H", "C", "C", "H", "H", "H", "Si", "Cl", "C", "C", "C", "H", "H", "H", "H", "H", "H", "H", "H", "H", "C", "P", "C", "C", "H", "H", "H", "H", "H", "H", "H", "H", "H"],
  "coordinates": [[-0.03353, 1.84282, -4.72007], [-1.31212, 1.81909, -3.93961], [-0.20997, 2.18610, -5.74779], [0.40312, 0.83038, -4.73681], [0.71510, 2.51724, -4.26824], [-2.52724, 2.05248, -4.44860], [-2.78039, 2.11311, -5.91417], [-3.37409, 2.21834, -3.78010], [-2.39720, 1.22665, -6.43767], [-2.31807, 2.97875, -6.40092], [-3.85786, 2.17439, -6.08438], [1.73534, -1.17286, 1.59225], [1.94959, 1.14904, 1.71489], [2.92185, -3.13557, 1.53085], [3.02117, -2.99020, 5.63479], [4.96530, -0.22682, 5.58844], [3.63336, -2.88245, 4.72541], [5.03288, -0.78981, 4.64794], [3.78611, -1.48007, 4.37112], [3.13253, -3.38096, 3.88536], [2.71677, -0.77738, 3.99186], [1.59772, -1.30177, 3.65849], [5.24003, -0.06837, 3.85132], [2.83161, 0.30929, 3.97630], [4.63126, -3.31434, 4.87241], [5.84556, -1.52288, 4.70465], [-0.40233, -2.48706, -2.24742], [-3.23548, -1.38377, -2.38001], [-1.06215, -3.10520, -1.61837], [-3.31541, -2.04420, -1.50989], [-2.01049, -2.26666, -0.89897], [-0.47498, -3.69037, -0.89430], [-1.69793, -1.69794, 0.28586], [-0.79154, -2.07324, 1.04794], [-3.99044, -1.59975, -0.76680], [-2.35375, -0.82970, 0.54162], [-1.64054, -3.76360, -2.27273], [-3.72219, -2.99757, -1.87106], [-0.84524, 0.05308, -2.51132], [-1.12922, 1.34973, -2.49030], [-3.46858, 1.37915, -1.37575], [-2.19302, 1.91593, -1.50231], [-3.74591, 0.51341, -1.98300], [-4.40853, 1.99170, -0.53076], [-0.18657, 1.85056, -2.19168], [-1.84263, 3.04169, -0.75960], [-5.40351, 1.55749, -0.45582], [-4.07354, 3.15932, 0.16282], [-2.77862, 3.68333, 0.05474], [-0.82387, 3.41983, -0.88161], [-4.81938, 3.64423, 0.79355], [-2.49304, 4.59304, 0.59655], [3.17272, -1.21422, -1.76627], [1.25444, -0.83603, -0.61316], [3.05720, -3.05977, -1.95536], [4.43052, -0.63998, -0.48558], [3.48478, -0.23728, -3.32132], [2.08136, -3.44479, -1.62567], [3.81779, -3.60501, -1.37208], [3.19032, -3.32662, -3.01249], [2.84728, -0.55658, -4.15602], [4.53307, -0.39478, -3.64556], [3.36690, 0.84561, -3.17875], [3.97058, -0.06092, 0.33349], [5.15368, 0.00622, -0.99769], [4.97213, -1.49311, -0.04756], [-1.53091, -0.57456, 3.71534], [-1.33828, 1.06411, 2.92488], [-3.02637, 1.73837, 3.26774], [-0.42598, 1.93573, 4.25995], [-1.74908, -1.30467, 2.92820], [-2.33689, -0.53276, 4.45639], [-0.57367, -0.84575, 4.17125], [-3.26608, 1.57924, 4.33050], [-3.04589, 2.81472, 3.03998], [-3.76148, 1.22665, 2.62751], [-1.11260, 2.22031, 5.06531], [0.36603, 1.27604, 4.63013], [0.02846, 2.83212, 3.81772]],
  "forces_ev_per_a": [[0.1, -0.4, -0.4], [-0.4, 0.0, 0.0], [0.2, -0.2, 0.3], [0.0, 0.4, -0.1], [-0.4, -0.2, 0.0], [0.7, 0.0, 0.5], [-0.3, 0.3, -0.6], [0.2, -0.4, -0.1], [-0.1, 0.1, 0.2], [-0.1, 0.0, 0.1], [0.1, 0.0, -0.2], [-0.4, 0.3, 1.1], [0.2, -0.1, 0.0], [0.0, -0.1, -0.5], [0.3, 0.0, -0.2], [0.2, -0.2, -0.1], [-0.1, -0.5, -0.2], [0.1, 0.5, 0.2], [-0.9, 0.5, 0.2], [0.2, 0.0, 0.5], [-0.7, -0.9, -0.3], [1.7, 0.5, 0.4], [0.0, -0.2, 0.1], [0.1, 0.0, -0.2], [-0.4, 0.1, 0.0], [-0.2, 0.3, 0.0], [-0.2, -0.2, 0.3], [0.0, -0.1, 0.1], [-0.1, -0.1, 0.2], [0.3, 0.2, 0.0], [-0.1, 0.0, 0.2], [-0.1, 0.2, -0.3], [0.4, -0.3, 0.8], [-0.6, 0.6, -1.1], [0.1, -0.1, -0.3], [0.2, -0.5, 0.1], [0.2, -0.1, 0.1], [0.0, 0.1, 0.3], [-0.3, -1.1, 0.0], [-0.5, 2.4, 0.8], [-0.3, 0.2, 0.1], [0.6, -0.6, -0.4], [0.0, 0.4, 0.3], [0.4, 0.0, -0.3], [0.2, -0.1, 0.2], [-0.1, 0.1, -0.1], [0.1, 0.2, 0.1], [0.2, -0.2, -0.1], [0.0, -0.1, -0.1], [-0.3, 0.1, 0.3], [0.2, -0.1, -0.1], [-0.2, -0.4, -0.2], [0.1, 0.0, 1.9], [0.8, 0.1, -2.1], [0.0, -0.5, -0.5], [0.1, -0.1, -0.1], [-0.4, 0.1, -0.5], [0.3, 0.2, -0.1], [-0.2, 0.4, -0.1], [-0.1, -0.1, 0.1], [0.1, 0.2, 0.1], [-0.4, -0.1, 0.3], [-0.1, -0.3, 0.1], [0.2, -0.2, -0.4], [0.0, 0.0, 0.2], [-0.3, 0.3, -0.1], [-0.2, -0.1, -0.1], [-0.1, 0.1, -0.4], [0.0, 0.0, 0.0], [0.0, 0.3, -0.2], [0.0, 0.0, 0.4], [0.2, -0.2, 0.1], [-0.3, -0.1, -0.1], [-0.1, 0.1, -0.3], [-0.1, -0.3, 0.1], [0.2, 0.2, 0.2], [0.2, -0.1, 0.1], [-0.1, 0.2, 0.0], [0.0, -0.2, 0.3]]
}

***

Record 2
{
  "formula": "C12H17N",
  "method": "ωB97M-V/def2-TZVPD",
  "smiles": "Cc1c[nH]c2ccccc12.CCC",
  "energy_ev": -14209.9465,
  "homo_lumo_gap_ev": 8.981,
  "elements": ["C", "C", "C", "C", "C", "C", "C", "C", "C", "N", "H", "H", "H", "H", "H", "H", "H", "H", "H", "C", "C", "C", "H", "H", "H", "H", "H", "H", "H", "H"],
  "coordinates": [[0.28891, -1.08656, -3.11316], [0.82230, 0.51956, -1.14874], [0.96202, -0.74280, -1.82876], [1.67023, 0.48004, -0.02347], [1.81289, -1.48663, -1.08347], [0.23520, 2.73797, -0.49182], [1.12409, 2.69113, 0.57820], [0.06353, 1.66840, -1.35674], [1.80204, 1.51903, 0.87421], [2.15284, -0.81583, 0.09894], [-0.28235, 3.66953, -0.69793], [1.35996, 3.56022, 1.18842], [-0.73639, 1.69622, -2.08007], [2.38127, 1.42595, 1.78506], [-0.71673, -1.47456, -2.94127], [0.82814, -1.81992, -3.72155], [2.16486, -2.49706, -1.24307], [3.10282, -0.95823, 0.41292], [0.15079, -0.20762, -3.74309], [-2.10255, -0.31737, 1.89343], [-2.50633, -1.33705, 0.82630], [-0.71781, -0.66040, 2.44286], [-2.00772, 0.65704, 1.41056], [-2.85860, -0.30999, 2.67674], [-1.71216, -1.58895, 0.12908], [-0.59580, -1.72874, 2.60933], [-3.38176, -0.98836, 0.28060], [-2.86149, -2.24986, 1.30624], [-0.00648, -0.33837, 1.67391], [-0.43574, -0.01679, 3.28636]],
  "forces_ev_per_a": [[-0.3, -0.2, -0.3], [0.3, 0.3, 0.3], [0.0, 0.0, -0.2], [-0.5, -0.6, 0.3], [-0.4, -0.1, 0.2], [0.0, 0.5, -0.5], [0.6, -0.1, 0.3], [-0.3, 0.0, 0.5], [0.0, 0.4, 0.0], [0.9, -0.2, -0.8], [-0.1, -0.1, 0.1], [-0.5, 0.0, -0.1], [0.1, 0.1, -0.4], [0.2, 0.0, -0.1], [0.0, -0.1, 0.0], [0.0, 0.0, 0.3], [0.0, 0.1, -0.1], [-0.2, 0.0, 0.4], [0.1, 0.1, 0.1], [0.6, -0.5, -0.5], [-0.8, 0.0, 0.4], [0.2, 1.0, -0.5], [-0.3, 0.2, 0.3], [-0.1, 0.3, 0.0], [0.2, 0.1, -0.1], [0.1, 0.1, 0.4], [0.1, 0.1, -0.3], [0.3, -0.2, 0.0], [0.0, -0.5, 0.0], [-0.2, -0.6, 0.2]]
}

***

Record 3
{
  "formula": "C2H4N2O",
  "method": "ωB97M-V/def2-TZVPD",
  "energy_ev": -7162.7256,
  "homo_lumo_gap_ev": 9.683,
  "elements": ["N", "C", "N", "C", "O", "H", "H", "H", "H"],
  "coordinates": [[0.47279, -1.77899, 0.59536], [0.91875, -1.01754, -0.22567], [0.30860, 0.90209, -0.02526], [-1.02720, 1.07993, -0.24564], [-1.78375, 1.75623, 0.42496], [0.73571, -2.76079, 0.57232], [1.13945, -0.04540, -0.79655], [0.61539, 1.32482, 0.85039], [-1.37974, 0.53965, -1.14992]],
  "forces_ev_per_a": [[0.3, 0.6, -0.6], [-0.3, -0.7, 0.6], [-0.2, 0.2, 0.1], [0.1, 0.0, 0.0], [0.2, -0.2, -0.2], [0.0, 0.0, 0.0], [0.0, 0.0, 0.0], [0.0, -0.1, -0.1], [0.0, 0.1, 0.1]]
}

***

Record 4
{
  "formula": "C3H11NOS2",
  "method": "ωB97M-V/def2-TZVPD",
  "smiles": "CNCCSS.O",
  "energy_ev": -28497.0091,
  "homo_lumo_gap_ev": 9.288,
  "elements": ["S", "S", "C", "C", "N", "C", "H", "H", "H", "H", "H", "H", "H", "H", "H", "H", "H", "O"],
  "coordinates": [[2.13225, -0.20888, -0.54166], [0.30961, 0.15703, -1.50927], [-0.26644, 1.54113, -0.48694], [-0.66024, 1.25285, 0.93699], [-1.88616, 0.47557, 1.01799], [-2.85387, 0.98072, 1.97428], [3.04743, 0.09724, -1.47606], [-1.13729, 1.97277, -0.99469], [0.47043, 2.33516, -0.63603], [0.17480, 0.77444, 1.47095], [-0.76288, 2.21665, 1.43552], [-1.69582, -0.51997, 1.07434], [-3.04203, 2.02644, 1.75702], [-3.80210, 0.45655, 1.83091], [-2.57890, 0.85121, 3.02941], [0.67853, -4.27779, 0.83281], [0.15493, -3.41102, -0.34816], [0.63755, -3.37099, 0.47027]],
  "forces_ev_per_a": [[-0.3, -0.3, 0.0], [0.4, -0.2, 0.5], [0.0, 1.0, -1.1], [0.7, -0.4, 0.4], [0.1, 0.3, -0.2], [-0.2, -0.8, -0.1], [-0.3, 0.3, -0.2], [-0.1, -0.5, -0.1], [0.2, -0.2, 0.6], [0.0, 0.0, -0.1], [-0.3, 0.1, 0.1], [-0.2, 0.3, 0.2], [0.0, 0.2, 0.1], [0.0, 0.0, 0.0], [0.1, 0.2, 0.0], [-0.1, 0.7, -0.5], [-0.3, -0.2, -0.5], [0.4, -0.5, 1.0]]
}

***

Record 5
{
  "formula": "C18H18F4N4O",
  "method": "ωB97M-V/def2-TZVPD",
  "smiles": "Cc1cc2nccn2c(N[C@H](c2ccc(C(F)(F)F)c(F)c2)C(C)(C)O)n1",
  "energy_ev": -37836.6749,
  "homo_lumo_gap_ev": 8.985,
  "elements": ["F", "F", "F", "F", "N", "N", "O", "C", "C", "C", "C", "C", "C", "C", "C", "C", "C", "C", "C", "N", "N", "C", "C", "C", "C", "C", "C", "H", "H", "H", "H", "H", "H", "H", "H", "H", "H", "H", "H", "H", "H", "H", "H", "H", "H"],
  "coordinates": [[4.00649, -0.07678, -3.50476], [5.77359, -1.39368, -1.81540], [5.73222, -0.56032, 0.20200], [5.95947, 0.79587, -1.52299], [-2.35993, -3.54456, 2.77395], [-1.54138, 0.19706, 1.35123], [-0.44117, 2.12953, 0.13677], [-2.14656, -2.29110, 2.48195], [-1.46485, -0.88888, 0.63182], [-1.99591, -4.28355, 1.61653], [-2.28529, -1.08615, 3.25159], [-1.63197, -3.42826, 0.61126], [-1.97682, 0.12045, 2.70782], [3.08325, -0.16775, 0.04542], [1.68454, -0.09327, -0.01375], [1.84635, 0.09085, -2.39669], [3.22882, -0.05760, -2.34472], [3.86622, -0.18607, -1.11195], [1.01924, 0.07222, -1.25307], [-1.69543, -2.14876, 1.17685], [-1.19394, -0.83041, -0.71759], [-1.95686, 1.40545, 3.51114], [5.35495, -0.35183, -1.08613], [-0.23621, 2.74709, -2.10002], [-2.40224, 1.95098, -1.30668], [-0.87590, 1.72839, -1.12869], [-0.47109, 0.25092, -1.45654], [-0.80935, 1.44906, 0.77692], [-2.05075, -5.32340, 1.58441], [-2.58726, -1.16899, 4.30135], [-1.25399, -3.70416, -0.37432], [3.58423, -0.27702, 1.00215], [1.16478, 0.02016, 0.91828], [1.41469, 0.28405, -3.38748], [-1.02464, -1.75022, -1.10607], [-2.47992, 2.17495, 2.93668], [-0.94276, 1.65826, 3.69198], [-2.47260, 1.26949, 4.48747], [0.83598, 2.84737, -2.00274], [-0.63104, 3.76734, -1.95880], [-0.50512, 2.51351, -3.13142], [-2.67679, 2.95405, -0.97952], [-2.76946, 1.77126, -2.34252], [-2.95272, 1.27334, -0.64398], [-0.72288, 0.14111, -2.51176]],
  "forces_ev_per_a": [[-1.4, 0.1, 1.6], [0.2, 0.5, 0.1], [0.5, 0.1, -0.6], [0.0, -1.1, 0.2], [0.5, -1.1, -0.7], [-0.8, -0.9, 1.7], [0.1, -0.1, 0.4], [0.0, 0.2, -0.2], [0.1, 0.4, -0.2], [-0.5, 3.3, 0.8], [-0.1, 0.1, 0.5], [0.2, -0.7, 0.5], [0.6, -0.9, -0.8], [-0.3, -0.4, -0.4], [0.3, 0.8, -0.8], [-0.1, 0.2, -0.8], [0.3, 0.0, -0.1], [-0.5, -0.1, -0.7], [1.8, -0.2, -0.4], [0.1, 0.5, -1.1], [-0.1, -0.1, 0.3], [-1.5, -1.0, -0.3], [-0.3, 0.7, 0.8], [-0.2, 0.0, -0.5], [-0.4, -1.0, 0.3], [-0.7, 1.4, -0.4], [0.2, 0.4, 0.9], [0.0, 0.7, -0.4], [-0.1, -1.4, 0.0], [0.1, 0.0, -0.5], [-0.2, 0.5, 0.4], [-0.2, 0.1, -0.1], [-0.3, -0.3, 0.2], [0.1, -0.3, 0.4], [0.0, 0.3, -0.1], [0.3, 0.1, 0.2], [0.9, 0.6, 0.1], [0.4, 0.0, -0.7], [0.3, -0.3, 0.1], [-0.1, -0.6, 0.4], [0.2, -0.2, -0.1], [0.2, 0.1, -0.2], [0.4, 0.2, 0.6], [0.0, 0.0, -0.1], [0.1, -0.4, 0.1]]
}